Density functional theory data (ωB97M-V/def2-TZVPD) for a 2-piece molecular cluster, C20H34N3O10P3S overall in a non-equilibrium geometry.

XYZ file:
```
71
Properties=species:S:1:pos:R:3:mulliken_charge:R:1
C -1.13647 0.51386 3.95581 -0.450
C -2.36256 1.34928 3.51096 -0.312
O -2.71565 1.08356 2.17183 -0.436
C -3.29140 -0.19988 1.96585 -1.049
C -2.42909 -1.10105 1.06596 0.129
C -2.25827 -2.51078 1.64904 -0.520
C -1.71687 -3.48715 0.58562 -1.181
C -0.18651 -3.42300 0.42684 -0.626
C 0.32502 -2.29585 -0.43479 0.360
C 1.22375 -1.32077 0.06295 0.989
P 2.01081 -1.27280 1.71163 -0.088
P 2.77287 -3.28008 2.15011 0.896
O 3.00783 -4.08118 0.95920 -0.577
O 1.77419 -3.95832 3.21864 -0.537
O 4.09486 -3.03862 3.00729 -0.515
C 1.60509 -0.24505 -0.74184 -0.238
C 1.15753 -0.07449 -2.05439 0.582
C 1.58349 1.12710 -2.85833 -0.952
C 1.08126 2.45356 -2.21432 -0.732
C 2.18007 3.46823 -1.90812 -0.677
C 3.25767 2.96072 -0.98166 -0.381
O 4.23221 3.99455 -0.85039 -0.551
C 0.33374 -1.06647 -2.56686 -0.473
C -0.05504 -2.14512 -1.77024 0.052
C -0.91049 -3.03164 -2.61910 0.055
O -1.52634 -4.00282 -2.36463 -0.530
N -0.90431 -2.47262 -3.95475 0.219
P -0.14785 -3.35946 -5.23680 0.587
O -0.86601 -2.83086 -6.55123 -0.526
O 1.33796 -2.75825 -5.30256 -0.483
S -0.19853 -5.24683 -5.08551 -0.396
C -0.28586 -1.18581 -3.90176 -0.025
O -0.29756 -0.42837 -4.82683 -0.600
H -0.35321 1.14401 4.36342 0.425
H -1.40410 -0.26316 4.66527 0.300
H -0.74463 0.03902 3.06201 -0.306
H -2.08232 2.38563 3.62413 0.237
H -3.18320 1.11229 4.18847 0.305
H -4.25070 -0.03827 1.48052 0.329
H -3.43293 -0.70280 2.92161 0.467
H -2.87007 -1.17534 0.07491 0.501
H -1.45408 -0.63202 0.94968 -0.102
H -1.61244 -2.47606 2.52406 0.117
H -3.26114 -2.86288 1.88625 0.515
H -1.93661 -4.50095 0.90541 0.387
H -2.23403 -3.25155 -0.32883 0.588
H 0.19263 -3.23640 1.42193 -0.543
H 0.23336 -4.35798 0.06805 0.660
H 0.98524 -1.12220 2.66552 -0.074
H 1.05001 -3.36082 3.43684 0.390
H 3.84685 -2.60576 3.83616 0.347
H 2.28407 0.48302 -0.32312 0.298
H 2.66012 1.14694 -2.98861 0.572
H 1.10961 1.06244 -3.82584 0.437
H 0.54877 2.21990 -1.29396 0.320
H 0.38088 2.93160 -2.89085 0.368
H 1.73678 4.32632 -1.40538 0.379
H 2.63169 3.84754 -2.82233 0.303
H 2.82534 2.75594 0.00070 0.239
H 3.73656 2.06453 -1.37610 0.314
H 4.76242 3.82077 -0.06940 0.347
H -0.89343 -1.86124 -6.60457 0.443
H 1.36509 -2.02274 -5.92996 0.419
C -1.38646 5.53529 2.58729 0.699
O -1.31705 4.73570 3.50353 -0.644
N -2.23510 5.35959 1.52931 -0.374
N -0.62090 6.66844 2.54363 -0.428
H -2.30958 6.00221 0.76469 0.167
H -2.80552 4.53403 1.53201 0.215
H 0.01087 6.82343 3.30604 0.216
H -0.66233 7.33796 1.79989 0.154
```

The SMILES is CCOCCCCCc1c(PP(=O)(O)O)cc(CCCCO)c2c1C(=O)N(P(O)(O)=S)C2=O.NC(N)=O. The calculation puts the HOMO energy at -9.1 eV. As for the multiplicity: 1. The value obtained for the total energy is -3121.631823 Eh. As for the gap between HOMO and LUMO: 0.29855 Eh.

=====

Density functional theory data (ωB97M-V/def2-TZVPD) for one molecule with the formula C4H5NOS in a non-equilibrium geometry.

XYZ file:
```
12
Properties=species:S:1:pos:R:3:mulliken_charge:R:1
C 0.00081 1.50699 0.08846 -0.989
C -0.43703 0.22445 0.08109 0.870
C 1.71210 -0.86129 -0.17442 0.015
C -1.84942 -0.06414 -0.12074 -0.358
H -0.62506 2.40113 -0.05617 0.252
H 1.05340 1.74405 0.26819 0.303
H 0.18893 -1.59918 0.90485 0.278
H 2.00977 0.00143 -0.77568 0.292
H -2.44592 0.84672 -0.42686 0.217
N 0.44473 -0.88333 0.27208 -0.108
O 2.49774 -1.79349 -0.04605 -0.560
S -2.55004 -1.52335 -0.01477 -0.212
```

The SMILES is C=C(C=S)NC=O. The calculation puts the HOMO energy at -9.3 eV. As for the multiplicity: 1. The value obtained for the total energy is -683.563240 Eh. As for the gap between HOMO and LUMO: 0.29693 Eh.

=====

Density functional theory data (ωB97M-V/def2-TZVPD) for a 3-piece molecular cluster, C12H33NO9P2S overall in a non-equilibrium geometry.

XYZ file:
```
58
Properties=species:S:1:pos:R:3:mulliken_charge:R:1
C -3.27765 2.59245 0.63402 -0.727
C -3.75338 2.03578 -0.84876 -0.301
S -3.82289 0.16794 -0.72474 -0.224
C -5.34742 -0.24719 0.34724 -0.641
C -6.67221 -0.19469 -0.61974 0.220
N -7.21509 -1.60514 -0.70968 -0.650
C -7.78650 0.92205 -0.16080 -0.631
O -7.15862 2.24382 0.17324 -0.259
C -8.10747 3.34658 -0.18667 -0.659
H -3.58720 1.78468 1.44681 0.172
H -3.77763 3.63410 0.83108 0.274
H -2.11200 2.69079 0.59809 0.202
H -2.95186 2.37177 -1.65963 0.370
H -4.81562 2.45279 -1.11815 0.146
H -5.15582 -1.35830 0.71540 0.317
H -5.42929 0.43619 1.30212 0.270
H -6.30690 0.10501 -1.69086 0.288
H -7.80280 -1.75002 -1.56117 0.260
H -7.69717 -1.91246 0.16394 0.246
H -8.52254 1.11371 -1.08091 0.370
H -8.40805 0.61716 0.80009 0.171
H -7.97431 4.29459 0.50504 0.244
H -8.06220 3.63638 -1.32382 0.253
H -9.18730 2.90016 0.01135 0.279
C 4.13261 2.26740 1.56333 -0.633
O 3.47719 1.15530 0.97437 -0.278
P 1.74853 1.09061 0.95279 1.064
O 1.63277 2.61405 1.07597 -0.674
O 1.76356 0.42565 2.46413 -0.345
C 2.58640 -0.70984 2.67443 -0.601
O 0.01991 1.02603 0.93112 -0.182
C -0.51728 -0.26731 0.74230 -0.174
H 5.19542 2.03929 1.63245 0.260
H 4.01446 3.15250 0.93797 0.241
H 3.74938 2.45094 2.57570 0.295
H 3.51850 -0.39068 3.15479 0.240
H 2.82051 -1.21851 1.73589 0.242
H 2.07563 -1.41118 3.33791 0.301
H -0.41816 -0.85205 1.66051 0.263
H -0.00518 -0.77456 -0.07943 0.312
H -1.57829 -0.17452 0.49765 -0.271
C 4.64367 -1.07005 -2.74247 -0.475
O 5.25910 -2.31240 -2.44075 -0.460
P 5.87181 -2.60245 -0.84910 0.923
O 4.93381 -1.55702 -0.23536 -0.492
O 7.29134 -1.87288 -1.27239 -0.293
C 7.93532 -2.32317 -2.45272 -0.715
O 6.48438 -2.89250 0.74257 -0.262
C 7.44079 -3.92960 0.82396 -0.669
H 4.48818 -1.01932 -3.81933 0.285
H 3.67135 -0.99971 -2.25452 0.150
H 5.29110 -0.23491 -2.44448 0.282
H 7.70692 -1.62968 -3.27023 0.245
H 7.61041 -3.32865 -2.73174 0.354
H 9.01625 -2.33245 -2.29627 0.273
H 8.39818 -3.58901 0.42114 0.251
H 7.09585 -4.80792 0.27226 0.313
H 7.57748 -4.19954 1.87403 0.245
```

The SMILES is CCSC[C@@H](N)COC.COP(=O)(OC)OC.COP(=O)(OC)OC. The calculation puts the HOMO energy at -8.2 eV. As for the multiplicity: 1. The value obtained for the total energy is -2289.478515 Eh. As for the gap between HOMO and LUMO: 0.18516 Eh.

=====

Density functional theory data (ωB97M-V/def2-TZVPD) for one molecule with the formula C2HNO5 in a non-equilibrium geometry.

XYZ file:
```
9
Properties=species:S:1:pos:R:3:mulliken_charge:R:1
C 1.54288 0.12252 -0.05542 0.657
C -0.47222 0.97615 0.06290 0.443
H -1.78003 -1.73576 0.11576 0.361
N -0.58527 -0.41382 0.38608 0.186
O -1.51061 -1.04445 -0.42378 -0.356
O 0.68525 -0.90415 0.20232 -0.178
O 2.71698 0.05564 -0.18105 -0.442
O 0.84975 1.30241 -0.06926 -0.233
O -1.44672 1.64148 -0.03755 -0.439
```

The SMILES is O=c1oc(=O)n(O)o1. The calculation puts the HOMO energy at -11.0 eV. As for the multiplicity: 1. The value obtained for the total energy is -507.689462 Eh. As for the gap between HOMO and LUMO: 0.41675 Eh.